140
Properties=species:S:1:pos:R:3 method="wB97M-V/def2-TZVPD" lumo_ev=0.30 relative_energy_kcal_mol=30.1 total_charge=0
C 0.66 -1.90 5.54
C 1.20 -1.38 4.16
C 2.15 -0.18 4.34
O 1.58 0.96 4.99
C 0.95 1.84 4.12
N 1.96 -2.37 3.41
H -0.10 -2.71 5.37
H 0.22 -1.12 6.12
H 1.41 -2.31 6.10
H 0.33 -1.09 3.53
H 2.55 0.19 3.40
H 2.98 -0.53 4.91
H 0.37 1.24 3.34
H 1.59 2.47 3.53
H 0.26 2.42 4.68
H 1.31 -2.97 2.90
H 2.52 -2.90 4.04
C 4.41 2.65 2.00
C 3.68 2.57 0.59
C 3.88 3.69 -0.37
O 3.45 4.86 0.22
C 3.46 5.97 -0.67
N 4.13 1.34 -0.08
H 4.14 1.68 2.35
H 3.91 3.41 2.57
H 5.49 2.74 1.98
H 2.62 2.46 0.71
H 3.26 3.50 -1.27
H 4.95 3.66 -0.76
H 3.33 6.83 -0.01
H 2.68 5.93 -1.48
H 4.43 6.00 -1.22
H 5.14 1.16 0.18
H 3.87 1.07 -1.03
C -1.93 2.28 2.00
C -3.22 2.59 2.71
C -3.48 1.81 3.97
O -3.88 0.47 3.46
C -4.54 -0.28 4.48
N -3.31 4.10 3.00
H -1.10 2.92 2.38
H -2.02 2.50 0.96
H -1.69 1.23 2.00
H -4.13 2.35 2.07
H -4.27 2.29 4.52
H -2.59 1.73 4.63
H -4.09 0.06 5.47
H -4.35 -1.39 4.39
H -5.63 0.00 4.43
H -3.92 4.54 2.31
H -2.39 4.49 2.78
C 0.42 1.02 -3.85
C 0.67 -0.18 -2.94
C -0.43 -0.34 -1.86
O -0.36 0.72 -0.89
C 0.40 0.40 0.31
N 0.71 -1.27 -3.92
H 0.55 1.98 -3.34
H -0.60 0.82 -4.09
H 1.04 0.80 -4.72
H 1.60 -0.09 -2.37
H -0.27 -1.26 -1.29
H -1.39 -0.43 -2.32
H 0.43 1.34 0.91
H 1.45 0.13 0.03
H -0.08 -0.39 0.87
H 1.54 -1.11 -4.43
H 0.90 -2.15 -3.41
C 4.01 -1.96 -0.22
O 4.77 -1.50 -1.02
N 3.14 -3.02 -0.49
N 3.88 -1.53 1.03
H 2.18 -2.82 -0.28
H 3.25 -3.30 -1.48
H 4.35 -0.63 1.23
H 2.97 -1.68 1.43
C -0.23 -4.45 0.43
O -0.13 -3.85 1.53
N 0.65 -5.52 0.08
N -1.20 -4.14 -0.44
H 1.08 -5.97 0.88
H 0.46 -6.09 -0.74
H -1.67 -3.24 -0.47
H -1.11 -4.52 -1.34
C -4.24 -0.64 -4.28
O -3.57 -1.63 -4.61
N -4.43 -0.49 -2.92
N -4.75 0.23 -5.13
H -5.11 0.13 -2.54
H -4.08 -1.29 -2.36
H -5.13 1.14 -4.79
H -4.12 0.40 -5.96
C -2.02 -4.81 -4.05
O -1.36 -5.84 -3.76
N -3.09 -4.48 -3.27
N -1.64 -3.93 -5.02
H -3.45 -5.21 -2.66
H -3.60 -3.65 -3.42
H -2.08 -3.05 -5.22
H -0.71 -4.16 -5.38
C -2.89 -1.26 0.73
O -2.65 -1.80 -0.33
N -3.99 -0.41 0.80
N -2.20 -1.48 1.86
H -4.29 -0.22 1.72
H -4.65 -0.59 0.07
H -1.67 -2.36 1.79
H -2.34 -0.89 2.67
C -1.04 4.69 5.36
O -0.76 5.18 4.25
N -2.33 4.59 5.73
N -0.10 4.47 6.26
H -2.98 4.66 4.98
H -2.77 4.05 6.42
H -0.29 4.02 7.16
H 0.83 4.39 5.81
C -3.61 2.96 -2.44
O -4.72 2.78 -2.96
N -2.98 2.00 -1.70
N -2.91 4.13 -2.48
H -3.43 1.09 -1.82
H -2.00 2.02 -1.43
H -3.16 4.77 -3.19
H -1.90 4.02 -2.47
C 3.87 0.09 -4.04
O 3.50 0.82 -3.11
N 4.09 -1.25 -3.81
N 4.13 0.60 -5.35
H 4.33 -1.51 -2.84
H 4.29 -1.87 -4.60
H 3.96 1.59 -5.44
H 4.68 0.17 -6.03
C 2.20 -4.67 -3.96
O 3.33 -4.39 -3.61
N 1.86 -4.75 -5.37
N 1.19 -4.88 -3.04
H 2.76 -4.87 -5.87
H 1.14 -5.43 -5.55
H 0.25 -5.13 -3.27
H 1.42 -4.66 -2.10

31
Properties=species:S:1:pos:R:3 method="wB97M-V/def2-TZVPD" lumo_ev=1.39 relative_energy_kcal_mol=85.5 total_charge=-1
C 3.94 1.84 1.21
C 3.62 3.08 0.18
Br 3.70 2.48 -1.76
C 2.27 3.95 0.52
Br 1.76 5.10 -1.07
N 1.12 3.17 1.10
F 0.06 4.05 1.08
C 0.69 2.01 0.24
O 0.49 0.82 0.88
O 0.40 2.03 -1.20
H 5.10 1.62 1.35
H 3.51 0.86 0.68
H 3.39 1.91 2.24
H 4.54 3.84 0.29
H 2.59 4.74 1.36
H 0.88 1.20 -1.56
C -1.70 -0.68 -1.49
F -1.47 0.03 -2.64
F -0.50 -0.74 -0.84
F -2.51 0.10 -0.71
S -2.41 -2.34 -1.80
O -1.40 -3.02 -2.61
O -3.67 -2.07 -2.48
N -2.50 -2.78 -0.28
S -3.11 -4.24 -0.11
O -2.27 -5.35 -0.56
O -4.54 -4.39 -0.42
C -3.02 -4.30 1.71
F -3.75 -3.30 2.30
F -1.74 -4.15 2.17
F -3.48 -5.47 2.23

15
Properties=species:S:1:pos:R:3 method="wB97M-V/def2-TZVPD" lumo_ev=1.00 smiles=C[C@H](O)CCF relative_energy_kcal_mol=12.0 total_charge=0
C 0.61 1.35 1.20
C 0.52 -0.02 0.52
C -0.73 -0.08 -0.27
C -0.93 -1.43 -0.95
H 0.53 2.15 0.49
H -0.06 1.53 2.05
H 1.62 1.55 1.60
H 0.57 -0.85 1.25
H 1.37 0.38 -1.00
H -0.55 0.55 -1.12
H -1.60 0.26 0.33
H -1.34 -2.27 -0.30
H 0.13 -1.63 -1.40
O 1.62 -0.26 -0.31
F -1.77 -1.24 -2.08

69
Properties=species:S:1:pos:R:3 method="wB97M-V/def2-TZVPD" lumo_ev=1.74 total_charge=-1
C -2.83 -6.42 0.36
C -3.01 -5.62 -0.97
O -1.71 -5.56 -1.57
B -1.34 -4.21 -1.89
O -1.51 -3.82 -3.28
Nb -0.50 -2.76 -0.26
F 0.13 -4.46 0.80
C -1.11 -0.96 -1.49
C -2.19 -0.02 -0.82
N -1.93 1.40 -1.23
N -2.08 -0.03 0.66
N -3.50 -0.49 -1.26
H -3.71 -6.27 1.01
H -1.96 -5.95 0.86
H -2.63 -7.49 0.14
H -3.39 -4.60 -0.75
H -3.73 -6.12 -1.66
H -2.43 -3.55 -3.39
H -2.07 -2.82 0.66
H 0.29 -1.73 1.04
H 1.06 -2.81 -1.23
H -0.17 -0.41 -1.77
H -1.57 -1.29 -2.44
H -2.60 1.71 -1.93
H -1.00 1.49 -1.63
H -1.10 0.12 0.91
H -2.52 0.85 0.94
H -4.04 0.23 -1.73
H -4.02 -0.94 -0.51
C -3.43 -6.63 4.30
O -4.06 -6.17 3.37
N -4.01 -7.35 5.31
N -2.09 -6.46 4.42
H -3.51 -7.74 6.08
H -5.01 -7.50 5.25
H -1.63 -5.93 3.70
H -1.54 -6.82 5.18
C 3.88 -0.65 -0.15
O 2.96 -1.32 -0.57
N 4.40 -0.83 1.10
N 4.47 0.34 -0.88
H 5.16 -0.29 1.46
H 3.99 -1.55 1.67
H 4.12 0.50 -1.80
H 5.23 0.90 -0.54
C -0.92 5.38 0.58
O 0.07 5.48 1.30
N -1.57 6.48 0.10
N -1.44 4.19 0.20
H -2.38 6.43 -0.49
H -1.21 7.38 0.35
H -0.98 3.36 0.53
H -2.25 4.09 -0.39
C 8.17 1.52 0.55
O 7.25 0.85 0.12
N 8.68 1.34 1.80
N 8.75 2.51 -0.18
H 9.44 1.89 2.18
H 8.27 0.62 2.37
H 8.40 2.67 -1.10
H 9.51 3.08 0.16
C -1.44 9.03 -2.49
O -2.02 8.89 -1.43
N -2.07 9.47 -3.62
N -0.12 8.76 -2.64
H -1.61 9.59 -4.50
H -3.05 9.69 -3.54
H 0.38 8.43 -1.83
H 0.38 8.86 -3.50

118
Properties=species:S:1:pos:R:3 method="wB97M-V/def2-TZVPD" lumo_ev=3.04 relative_energy_kcal_mol=275.3 total_charge=-2
Cs -2.21 0.01 -1.84
O -2.29 -2.26 -3.91
S -3.58 -2.81 -3.64
O -4.44 -3.12 -4.77
O -4.28 -2.08 -2.60
C -3.31 -4.51 -2.81
C -3.33 -5.57 -3.72
C -3.22 -6.96 -3.31
C -3.13 -7.18 -1.91
C -3.01 -6.08 -1.07
C -3.13 -4.78 -1.42
P -3.03 -3.40 -0.20
C -4.76 -3.30 0.38
C -5.18 -2.04 0.86
C -6.47 -1.87 1.41
C -7.28 -2.96 1.53
C -6.92 -4.15 0.89
C -5.66 -4.31 0.34
C -2.18 -4.02 1.42
C -2.69 -3.99 2.66
C -1.94 -4.21 3.78
C -0.63 -4.50 3.68
C -0.08 -4.66 2.39
C -0.89 -4.43 1.25
H -3.33 -5.34 -4.76
H -3.20 -7.66 -4.10
H -2.96 -8.16 -1.45
H -2.88 -6.38 -0.02
H -4.66 -1.11 0.67
H -6.83 -0.93 1.73
H -8.33 -2.99 1.87
H -7.63 -4.91 0.81
H -5.40 -5.28 -0.19
H -3.74 -3.68 2.81
H -2.47 -4.01 4.67
H 0.00 -4.67 4.52
H 0.95 -4.96 2.21
H -0.38 -4.49 0.30
C 2.14 1.36 -2.35
C 1.91 1.61 -0.79
Ge 2.48 3.12 0.29
C 2.23 2.60 2.17
C 1.22 1.42 2.46
C 4.22 3.99 -0.12
C 4.04 5.29 0.01
Ge 1.84 5.48 0.14
C 1.56 6.51 1.81
C 0.17 6.95 2.21
C 1.41 6.47 -1.50
C 1.13 5.57 -2.69
C 5.10 6.23 0.09
C 4.96 7.21 1.30
C 5.96 7.91 1.66
C 7.23 7.94 0.88
C 7.34 7.09 -0.28
C 6.25 6.24 -0.68
H 1.30 0.59 -2.46
H 3.00 0.93 -2.28
H 1.96 2.44 -2.86
H 2.17 0.56 -0.33
H 0.52 1.70 -0.68
H 1.91 3.53 2.61
H 3.09 2.29 2.64
H 0.35 1.80 2.04
H 1.04 1.37 3.46
H 1.65 0.46 1.78
H 5.13 3.39 -0.08
H 2.19 7.48 1.76
H 2.18 5.73 2.72
H -0.58 6.13 2.04
H -0.18 8.06 1.38
H 0.27 7.31 3.31
H 2.38 7.04 -1.68
H 0.65 7.31 -1.19
H 0.70 6.36 -3.52
H 0.21 4.74 -2.68
H 2.03 5.27 -3.01
H 4.02 6.89 1.76
H 6.16 8.88 2.60
H 7.91 8.77 0.99
H 8.04 7.24 -0.84
H 6.30 5.78 -1.42
O 4.53 -8.88 1.54
S 3.95 -7.58 1.76
O 2.56 -7.43 2.20
O 4.86 -6.64 2.46
C 3.75 -7.00 0.01
N 4.29 -7.69 -1.00
C 3.85 -7.35 -2.20
C 2.85 -6.40 -2.45
C 2.52 -5.55 -1.33
N 2.95 -5.94 -0.14
C 1.79 -4.21 -1.41
C 0.95 -3.86 -2.42
C 0.38 -2.58 -2.38
N 0.63 -1.66 -1.54
C 1.53 -1.96 -0.57
C 2.03 -3.20 -0.47
H 4.29 -7.85 -3.04
H 2.54 -6.14 -3.51
H 0.72 -4.58 -3.21
H -0.29 -2.23 -3.20
H 1.65 -1.20 0.15
H 2.68 -3.48 0.31
Br -3.08 5.86 -1.53
C -3.51 4.78 0.03
C -4.73 4.90 0.71
C -4.90 4.14 1.82
C -4.02 3.13 2.13
C -2.79 2.98 1.46
C -2.55 3.83 0.39
C -1.20 3.94 -0.25
O -0.41 4.89 0.10
O -1.00 3.13 -1.22
H -5.66 5.65 0.23
H -5.82 4.26 2.54
H -4.37 2.46 3.10
H -2.10 2.18 1.81

18
Properties=species:S:1:pos:R:3 method="wB97M-V/def2-TZVPD" lumo_ev=3.29 smiles="CSC1=N[C@@]2(Cl)C[C@H]2N1C(=O)[O-]" relative_energy_kcal_mol=0.0 total_charge=-1
C 1.45 0.64 -0.47
C 1.51 -0.87 -0.19
C -0.42 2.45 0.17
C 1.97 -0.33 -1.51
C -0.54 -0.26 -0.32
C -2.49 -1.21 1.26
N 0.07 0.93 -0.48
N 0.19 -1.32 -0.09
O -1.57 2.42 0.47
O 0.53 3.17 0.16
S -2.29 -0.41 -0.36
Cl 2.67 -1.68 0.84
H 2.10 1.40 -0.06
H 1.36 -0.55 -2.37
H 3.04 -0.32 -1.69
H -3.51 -1.57 1.32
H -2.30 -0.47 2.03
H -1.77 -2.02 1.32

59
Properties=species:S:1:pos:R:3 method="wB97M-V/def2-TZVPD" lumo_ev=0.47 smiles="C[C@@H](Br)C[C@H]1C(=O)OC[C@@H]1C[C@H](O)CN.C[C@@H]1COC(=O)O1.C[C@@H]1COC(=O)O1" total_charge=0
C -3.07 -4.00 1.29
C -2.23 -2.93 0.55
Br -2.54 -3.20 -1.40
C -2.72 -1.51 0.92
C -1.58 -0.54 1.31
C -2.28 0.82 1.25
O -2.25 1.63 0.43
O -3.04 0.88 2.38
C -2.31 0.16 3.40
C -1.09 -0.59 2.77
C 0.14 0.27 3.10
C 1.44 -0.55 3.26
O 2.44 0.37 3.74
C 1.97 -1.09 1.94
N 2.69 -2.36 2.21
H -2.41 -4.49 2.01
H -3.88 -3.57 1.87
H -3.51 -4.74 0.62
H -1.16 -3.06 0.69
H -3.18 -1.09 0.02
H -3.47 -1.49 1.70
H -0.74 -0.68 0.63
H -3.02 -0.45 3.97
H -2.06 0.95 4.12
H -1.14 -1.55 3.28
H 0.26 1.07 2.38
H -0.02 0.75 4.07
H 1.35 -1.31 4.03
H 2.15 0.70 4.60
H 1.19 -1.22 1.18
H 2.73 -0.40 1.59
H 2.05 -3.14 2.12
H 3.44 -2.48 1.54
C 2.92 2.79 -1.44
C 4.02 1.77 -1.28
C 4.36 1.01 -2.54
O 4.86 -0.23 -2.01
C 4.24 -0.43 -0.82
O 4.24 -1.45 -0.22
O 3.62 0.70 -0.41
H 3.23 3.62 -2.07
H 2.04 2.33 -1.87
H 2.62 3.17 -0.46
H 4.91 2.24 -0.85
H 5.12 1.51 -3.15
H 3.49 0.80 -3.16
C -3.38 1.27 -3.08
C -2.23 1.90 -3.83
C -1.21 0.91 -4.34
O -0.02 1.71 -4.38
C -0.16 2.67 -3.42
O 0.73 3.36 -3.02
O -1.43 2.72 -2.97
H -4.01 0.68 -3.74
H -3.01 0.63 -2.27
H -3.99 2.05 -2.61
H -2.61 2.52 -4.65
H -1.44 0.51 -5.32
H -1.04 0.08 -3.64

18
Properties=species:S:1:pos:R:3 method="wB97M-V/def2-TZVPD" lumo_ev=0.93 relative_energy_kcal_mol=49.4 total_charge=0
C 1.29 0.26 2.01
C 0.23 -0.48 1.16
C 0.49 -0.52 -0.33
C -0.52 0.45 -1.01
C -0.85 0.02 -2.44
C -1.70 0.64 -0.05
N -1.23 0.20 1.09
H 0.96 0.43 3.04
H 2.24 -0.29 2.09
H 1.53 1.24 1.57
H 0.11 -1.49 1.60
H -1.51 0.13 2.03
H 1.51 -0.22 -0.58
H 0.31 -1.53 -0.71
H -0.09 1.46 -1.05
H 0.07 0.02 -3.05
H -1.26 -1.00 -2.46
H -1.57 0.69 -2.91

24
Properties=species:S:1:pos:R:3 method="wB97M-V/def2-TZVPD" lumo_ev=3.28 relative_energy_kcal_mol=18.9 total_charge=-1
C -1.44 -3.25 0.12
C -0.88 -2.15 -0.30
C 0.97 0.13 -0.62
C -1.71 0.12 -0.86
C -1.31 -0.85 0.25
C -0.47 0.31 -0.01
C -0.33 2.64 0.33
N 2.03 0.38 0.09
N -0.35 1.32 0.94
O 3.99 -0.35 1.29
O 1.10 -0.27 -1.80
O 4.22 1.47 -0.28
S 3.96 0.07 -0.11
H -1.16 -4.18 -0.27
H -2.40 -3.11 0.55
H 0.09 -2.22 -0.83
H -1.38 -0.32 -1.87
H -2.66 0.67 -0.80
H -1.87 -1.15 1.08
H 0.44 2.46 -0.36
H -1.23 3.04 -0.31
H -0.10 3.28 1.22
H -1.26 1.26 1.52
H 1.76 0.69 1.03

Repeat the seventh record exactly.
59
Properties=species:S:1:pos:R:3 method="wB97M-V/def2-TZVPD" lumo_ev=0.47 smiles="C[C@@H](Br)C[C@H]1C(=O)OC[C@@H]1C[C@H](O)CN.C[C@@H]1COC(=O)O1.C[C@@H]1COC(=O)O1" total_charge=0
C -3.07 -4.00 1.29
C -2.23 -2.93 0.55
Br -2.54 -3.20 -1.40
C -2.72 -1.51 0.92
C -1.58 -0.54 1.31
C -2.28 0.82 1.25
O -2.25 1.63 0.43
O -3.04 0.88 2.38
C -2.31 0.16 3.40
C -1.09 -0.59 2.77
C 0.14 0.27 3.10
C 1.44 -0.55 3.26
O 2.44 0.37 3.74
C 1.97 -1.09 1.94
N 2.69 -2.36 2.21
H -2.41 -4.49 2.01
H -3.88 -3.57 1.87
H -3.51 -4.74 0.62
H -1.16 -3.06 0.69
H -3.18 -1.09 0.02
H -3.47 -1.49 1.70
H -0.74 -0.68 0.63
H -3.02 -0.45 3.97
H -2.06 0.95 4.12
H -1.14 -1.55 3.28
H 0.26 1.07 2.38
H -0.02 0.75 4.07
H 1.35 -1.31 4.03
H 2.15 0.70 4.60
H 1.19 -1.22 1.18
H 2.73 -0.40 1.59
H 2.05 -3.14 2.12
H 3.44 -2.48 1.54
C 2.92 2.79 -1.44
C 4.02 1.77 -1.28
C 4.36 1.01 -2.54
O 4.86 -0.23 -2.01
C 4.24 -0.43 -0.82
O 4.24 -1.45 -0.22
O 3.62 0.70 -0.41
H 3.23 3.62 -2.07
H 2.04 2.33 -1.87
H 2.62 3.17 -0.46
H 4.91 2.24 -0.85
H 5.12 1.51 -3.15
H 3.49 0.80 -3.16
C -3.38 1.27 -3.08
C -2.23 1.90 -3.83
C -1.21 0.91 -4.34
O -0.02 1.71 -4.38
C -0.16 2.67 -3.42
O 0.73 3.36 -3.02
O -1.43 2.72 -2.97
H -4.01 0.68 -3.74
H -3.01 0.63 -2.27
H -3.99 2.05 -2.61
H -2.61 2.52 -4.65
H -1.44 0.51 -5.32
H -1.04 0.08 -3.64